Formula: C2H5N3O
Source: the Open Molecules 2025 dataset
Level of theory: ωB97M-V with the def2-TZVPD basis set

The calculation puts the HOMO energy at -9.65 eV. Its relative energy (zero: lowest compared OMol25 entry of this formula, charge and spin) is 4.0163 eV. As for the SMILES: N/N=C\NC=O. Its total energy is -318.602887 hartree. Its orbital gap is 10.361 eV.

Structure (ORCA input):
```
! RIJCOSX wB97M-V def2-TZVPD def2/J DEFGRID3
* xyz 0 1
N -1.056 1.149 1.005
N -1.216 -0.243 1.043
C -0.411 -1.036 0.573
N 0.652 -0.496 -0.239
C 0.680 0.140 -1.479
O 1.680 0.070 -2.218
H -1.114 1.534 2.028
H -0.024 1.301 0.334
H -0.587 -2.214 0.438
H 1.554 -1.041 0.151
H -0.158 0.836 -1.636
*
```